# 1
Molecular formula: C5H12N2O
Method: DFT, the ωB97M-V functional and the def2-TZVPD basis

Last column: Löwdin charge in e.
CARTESIAN COORDINATES (ANGSTROEM)
C (-1.465, -2.394, -2.781)  -0.198
N (-0.726, -2.300, -1.576)  -0.087
C (-0.655, -3.531, -0.887)  -0.213
C (0.317, 0.043, 0.202)  -0.129
C (0.328, 0.888, 1.359)  -0.021
C (0.610, 2.306, 1.272)  -0.556
N (1.201, 2.797, 2.467)  0.111
O (0.664, 2.979, 0.262)  0.063
H (-2.423, -2.931, -2.718)  0.078
H (-1.628, -1.410, -3.204)  0.064
H (-0.891, -2.896, -3.584)  0.093
H (-0.092, -3.354, 0.034)  0.067
H (-1.580, -4.113, -0.781)  0.081
H (0.020, -4.259, -1.348)  0.083
H (-0.533, -0.677, 0.330)  0.084
H (0.002, 0.584, -0.688)  0.084
H (1.224, -0.546, 0.019)  0.107
H (0.553, 0.402, 2.302)  0.104
H (0.530, 2.754, 3.226)  0.090
H (1.520, 3.732, 2.243)  0.092

As for the net charge: 0. As for the total energy: -382.23949 Eh. The LUMO energy comes out at -3.03 eV. The gap between HOMO and LUMO comes out at 3.385 eV. For the energy relative to the best compared isomer or geometry (same formula, charge and spin), the calculation gives 690.61 kJ/mol. The value obtained for the strongest force on any atom is 0.0367 hartree/bohr.

# 2
Molecular formula: C5H12N2O
Method: DFT, the ωB97M-V functional and the def2-TZVPD basis

Last column: Löwdin charge in e.
CARTESIAN COORDINATES (ANGSTROEM)
H (-2.162, -1.254, -0.546)  0.052
N (-1.559, -1.147, 0.261)  0.142
C (-1.309, 0.050, 0.571)  -0.622
N (-1.737, 1.198, -0.055)  0.153
O (-0.506, 0.347, 1.611)  -0.095
C (0.007, -0.771, 2.312)  -0.088
H (-2.524, 1.139, -0.680)  0.103
H (-1.605, 2.066, 0.434)  0.101
H (0.664, -0.369, 3.082)  0.091
H (0.557, -1.423, 1.632)  0.082
H (-0.807, -1.345, 2.761)  0.089
C (0.456, -0.542, -2.165)  -0.031
C (0.896, 0.528, -1.522)  -0.268
C (1.949, 0.504, -0.464)  -0.106
H (-0.300, -0.474, -2.930)  0.049
H (0.824, -1.529, -1.945)  0.056
H (0.504, 1.503, -1.760)  0.085
H (2.806, 1.087, -0.786)  0.071
H (1.568, 0.948, 0.453)  0.061
H (2.274, -0.516, -0.263)  0.075

As for the net charge: 0. As for the total energy: -382.43153 Eh. The LUMO energy comes out at 0.90 eV. The gap between HOMO and LUMO comes out at 9.958 eV. Its SMILES is [H]/N=C(\N)OC.C=CC. For the energy relative to the best compared isomer or geometry (same formula, charge and spin), the calculation gives 186.40 kJ/mol. The value obtained for the strongest force on any atom is 0.0114 hartree/bohr.